Record 1
Density functional theory data (the ωB97M-V functional and the def2-TZVPD basis) for 2 unconnected molecules or ions with the total composition C4H12N2 in a non-equilibrium geometry.

Each line ends with the natural charge from an NBO analysis.
Positions of all 18 atoms, in Å:
C: -0.9190 2.1286 1.2117  -0.466
C: -0.4206 -1.1531 -2.1342  -0.319
C: -0.1049 -2.1485 -1.1635  -0.361
C: 0.9665 -0.3060 0.6237  -0.456
N: 1.2079 -1.4304 -0.3074  -0.508
N: 0.1622 1.9329 2.0996  -0.630
H: -2.0007 2.1142 1.6853  0.223
H: -1.1029 1.2331 0.5604  0.183
H: 0.3312 -0.7978 -2.8841  0.195
H: -1.4031 -0.7619 -2.2721  0.210
H: -0.8391 -2.3090 -0.1453  0.218
H: 0.2850 -3.1807 -1.2734  0.254
H: 1.7668 0.4236 0.5638  0.233
H: 0.7724 -0.6825 1.6633  0.220
H: -0.0468 0.1415 0.3606  0.173
H: 1.3926 -0.9480 -1.2049  0.335
H: 0.7192 2.8355 2.1696  0.318
H: -0.7667 2.9086 0.4469  0.177

Calculated values
- E_HOMO: -6.44 eV
- Energy relative to the best compared isomer or geometry (same formula, charge and spin): 917.6 kJ/mol
- Molecular weight: 88.15 g/mol
- Net charge: 0
- Calculated total energy: -7313.5187 eV
- Kohn-Sham gap: 3.508 eV
- Lowest unoccupied orbital energy: -2.927 eV

Record 2
Density functional theory data (the ωB97M-V functional and the def2-TZVPD basis) for a molecular structure, C18H16NRuS.

Each line ends with the Löwdin charge.
Positions of all 37 atoms, in Å:
Ru: 1.3028 -0.3287 -0.6041  0.968
C: 3.3951 0.2931 -0.6466  -0.158
C: 2.6432 1.1305 -1.5144  -0.150
C: 1.8868 0.5844 -2.5694  -0.129
C: 1.8030 -0.8221 -2.6724  -0.167
C: 2.5037 -1.6781 -1.7847  -0.151
C: 3.3201 -1.1052 -0.7766  -0.157
H: 3.9681 0.7221 0.1617  0.124
H: 2.6405 2.1988 -1.3478  0.126
H: 1.3196 1.2218 -3.2314  0.124
H: 1.1446 -1.2591 -3.4121  0.125
H: 2.3964 -2.7500 -1.8562  0.126
H: 3.8197 -1.7383 -0.0577  0.128
N: -0.8033 -0.8424 -1.1009  0.023
C: -1.7995 -1.1389 -0.0883  -0.274
C: -2.6102 -2.2513 -0.1997  -0.016
C: -3.5947 -2.4728 0.7539  -0.055
C: -3.7688 -1.5742 1.7941  -0.054
C: -2.9416 -0.4654 1.9010  -0.001
C: -1.9350 -0.2490 0.9698  -0.189
C: -0.9646 0.8581 1.1126  -0.205
C: -1.3619 2.1814 1.0471  -0.007
C: -0.4398 3.2109 1.2256  -0.038
C: 0.8925 2.9276 1.4692  -0.061
C: 1.3072 1.6050 1.5439  -0.115
C: 0.4008 0.5423 1.3743  -0.669
H: -0.8045 -1.5959 -1.7804  0.104
H: -1.1059 -0.0088 -1.6008  0.124
H: -2.4875 -2.9394 -1.0282  0.118
H: -4.2312 -3.3433 0.6743  0.114
H: -4.5408 -1.7428 2.5320  0.114
H: -3.0546 0.2200 2.7315  0.128
H: -2.4027 2.4138 0.8604  0.128
H: -0.7730 4.2394 1.1771  0.118
H: 1.6036 3.7279 1.6234  0.115
H: 2.3297 1.3614 1.7998  0.102
S: 0.9425 -1.1328 1.5198  0.688

Calculated values
- E_HOMO: -11.23 eV
- Energy relative to the best compared isomer or geometry (same formula, charge and spin): 0.0 kJ/mol
- Molecular weight: 379.47 g/mol
- Net charge: +1
- Calculated total energy: -33828.0746 eV
- Kohn-Sham gap: 7.357 eV
- Lowest unoccupied orbital energy: -3.877 eV

Record 3
Density functional theory data (the ωB97M-V functional and the def2-TZVPD basis) for a molecular structure, C46H52N7PS2SiTi in a non-equilibrium geometry.

Each line ends with the Löwdin spin population.
Positions of all 110 atoms, in Å:
Ti: -0.2123 0.0671 0.1266  0.992
S: 6.8481 -2.8402 0.9010  -0.001
N: 5.4206 -3.5837 0.9054  0.000
C: 4.5095 -2.6243 0.8638  0.000
C: 3.0677 -2.8261 0.8660  0.000
C: 2.4932 -4.0864 1.0170  0.009
C: 1.1310 -4.1646 1.0975  -0.001
C: 0.3796 -3.0028 0.9594  0.009
N: 0.9033 -1.7964 0.7363  0.003
C: 2.2458 -1.7148 0.7471  0.007
C: 2.8163 -0.3575 0.6968  0.008
N: 1.9394 0.6585 0.5936  0.003
C: 2.4461 1.8908 0.6626  0.010
C: 3.8022 2.1750 0.7855  -0.001
C: 4.6910 1.1393 0.8304  0.010
C: 4.1869 -0.1597 0.7921  0.000
C: 5.0530 -1.3275 0.8378  0.000
N: 6.3768 -1.3014 0.8575  -0.001
H: 3.1288 -4.9601 1.0927  0.000
H: 0.6229 -5.1061 1.2552  0.000
H: -0.6961 -3.0481 1.0164  0.000
H: 1.7580 2.7111 0.5885  0.000
H: 4.1242 3.2065 0.8267  0.000
H: 5.7607 1.2976 0.8997  0.001
N: 0.0244 1.2606 3.2377  0.001
P: -0.7839 -0.2172 2.8537  0.003
C: -2.4632 -0.0025 3.5121  0.001
C: -2.7992 1.0197 4.3966  0.000
C: -4.0951 1.1257 4.8792  0.000
C: -5.0633 0.2084 4.4863  0.000
C: -4.7364 -0.8098 3.6022  0.000
C: -3.4421 -0.9095 3.1087  0.000
C: 0.0422 -1.3072 4.0593  0.000
C: 1.4213 -1.2114 4.2562  0.000
C: 2.0698 -2.0840 5.1212  0.000
C: 1.3506 -3.0691 5.7822  0.000
C: -0.0179 -3.1848 5.5733  0.000
C: -0.6716 -2.3106 4.7162  0.000
C: -0.1133 2.3666 2.4254  0.001
C: 0.0279 3.6561 2.9492  0.000
C: -0.1152 4.7360 2.1115  0.002
C: -0.4319 4.5259 0.7685  0.000
C: -0.5620 3.2316 0.3379  0.002
N: -0.3730 2.1529 1.1247  -0.002
H: 0.2278 1.4565 4.2084  0.000
H: -2.0583 1.7445 4.7134  0.000
H: -4.3503 1.9245 5.5636  0.000
H: -6.0740 0.2929 4.8661  0.000
H: -5.4910 -1.5190 3.2844  0.000
H: -3.1964 -1.6870 2.3917  0.000
H: 1.9985 -0.4606 3.7268  0.000
H: 3.1383 -1.9937 5.2746  0.000
H: 1.8546 -3.7443 6.4622  0.000
H: -0.5823 -3.9549 6.0842  0.000
H: -1.7413 -2.4073 4.5737  0.000
H: 0.2405 3.7828 4.0036  0.000
H: -0.0026 5.7409 2.4995  0.000
H: -0.5795 5.3441 0.0774  0.000
H: -0.8103 3.0172 -0.6892  0.000
S: -1.9986 -1.6249 -0.2414  -0.019
C: -3.1389 -0.3298 -0.0821  0.004
C: -4.5238 -0.5107 -0.0790  -0.002
C: -5.3334 0.5937 0.0530  0.005
C: -4.7498 1.8535 0.1885  -0.001
C: -3.3782 1.9402 0.1705  0.003
N: -2.5726 0.8755 0.0254  0.003
H: -4.9247 -1.5106 -0.1863  0.000
H: -6.4114 0.4865 0.0560  0.000
H: -5.3466 2.7488 0.2972  0.000
H: -2.9024 2.9070 0.2745  0.000
C: 1.4456 2.6067 -2.3219  -0.001
C: 0.5423 1.9312 -3.3530  -0.007
C: -0.7499 2.7647 -3.4247  -0.001
C: 1.2653 2.0866 -4.7039  -0.002
Si: 0.0862 0.1110 -2.7643  -0.027
C: 1.5856 -1.0753 -3.2261  -0.003
C: 1.4148 -2.4403 -2.5375  0.001
C: 1.8171 -1.3745 -4.7181  -0.001
C: 2.8999 -0.4702 -2.7166  0.000
C: -1.4312 -0.4543 -3.8671  -0.005
C: -1.2915 -0.0768 -5.3534  -0.002
C: -1.6197 -1.9805 -3.8284  0.000
C: -2.7659 0.1530 -3.4143  -0.001
H: 1.5058 3.6887 -2.5160  0.000
H: 2.4622 2.2139 -2.3255  0.000
H: 1.0564 2.4776 -1.3205  -0.001
H: -0.5026 3.8361 -3.4210  0.000
H: -1.4410 2.5696 -2.5984  0.000
H: -1.3104 2.5711 -4.3378  0.000
H: 1.3936 3.1561 -4.9254  -0.001
H: 0.7214 1.6496 -5.5372  0.000
H: 2.2644 1.6491 -4.6895  0.000
H: 0.6305 -3.0403 -2.9943  0.000
H: 1.1662 -2.3488 -1.4843  0.001
H: 2.3506 -3.0141 -2.6130  0.000
H: 1.0163 -1.9674 -5.1565  0.000
H: 2.7410 -1.9623 -4.8247  0.000
H: 1.9385 -0.4756 -5.3211  0.000
H: 2.8343 -0.1245 -1.6860  0.000
H: 3.2236 0.3770 -3.3206  0.000
H: 3.6989 -1.2249 -2.7709  0.000
H: -0.3603 -0.4066 -5.8084  0.000
H: -1.3895 0.9947 -5.5224  0.000
H: -2.1100 -0.5565 -5.9067  0.000
H: -0.8203 -2.5104 -4.3438  0.000
H: -2.5517 -2.2283 -4.3544  0.000
H: -1.6987 -2.3772 -2.8160  0.000
H: -2.7966 1.2380 -3.5055  0.000
H: -3.0113 -0.1086 -2.3944  0.000
H: -3.5677 -0.2465 -4.0507  0.000

Calculated values
- E_HOMO (spin up / spin down): -9.14 / -9.03 eV
- <S²>: 0.766
- Energy relative to the best compared isomer or geometry (same formula, charge and spin): 21.0 kJ/mol
- Molecular weight: 874.03 g/mol
- Net charge: +1
- Calculated total energy: -120928.1222 eV
- 2S+1: 2
- Kohn-Sham gap (spin up / spin down): 5.955 / 5.704 eV
- Lowest unoccupied orbital energy (spin up / spin down): -3.182 / -3.327 eV

Record 4
Density functional theory data (the ωB97M-V functional and the def2-TZVPD basis) for C11H11N3S in the gas phase in a non-equilibrium geometry.

Each line ends with the natural charge from an NBO analysis.
Positions of all 26 atoms, in Å:
C: 0.2297 -1.5158 -0.9661  -0.675
C: 0.8238 -1.3606 0.4135  0.337
C: 2.2509 -1.0677 0.5781  -0.239
C: 2.8295 0.0975 0.2576  -0.204
C: 2.3855 1.3624 -0.3321  -0.255
C: 1.2497 1.9957 -0.0419  -0.182
C: 0.2416 1.5238 0.8992  -0.239
C: -1.1088 1.2485 0.5679  -0.227
S: -2.2315 1.9074 -0.5348  0.270
C: -3.5572 1.0018 0.2516  0.298
N: -4.8187 1.3705 -0.1504  -0.798
N: -3.1556 0.1746 1.1304  -0.484
C: -1.7714 0.0982 1.1718  0.045
C: -1.1581 -1.1021 1.5931  0.006
N: 0.1981 -1.3290 1.4951  -0.420
H: 0.9054 -1.7845 -1.6107  0.215
H: -0.2505 -0.6622 -1.2613  0.240
H: -0.6352 -2.2223 -0.9015  0.229
H: 2.9648 -1.7895 0.9966  0.235
H: 3.9176 0.2522 0.3852  0.207
H: 2.9884 1.7258 -1.0677  0.209
H: 0.9089 3.0417 -0.4756  0.210
H: 0.6782 1.0311 1.7389  0.229
H: -5.5644 0.8158 0.2392  0.400
H: -4.7718 1.4618 -1.1075  0.381
H: -1.7596 -1.7551 2.1018  0.210

Calculated values
- Structure (SMILES): Cc1cccccc2sc(N)nc2cn1
- E_HOMO (spin up / spin down): -7.10 / -7.10 eV
- Energy relative to the best compared isomer or geometry (same formula, charge and spin): 254.8 kJ/mol
- Molecular weight: 217.30 g/mol
- Net charge: 0
- Calculated total energy: -26886.8617 eV
- Kohn-Sham gap (spin up / spin down): 7.197 / 7.198 eV
- Lowest unoccupied orbital energy (spin up / spin down): 0.099 / 0.099 eV

Record 5
Density functional theory data (the ωB97M-V functional and the def2-TZVPD basis) for 5 unconnected molecules or ions with the total composition C14H20F12N4O11 in a non-equilibrium geometry.

Each line ends with the natural charge from an NBO analysis.
Positions of all 61 atoms, in Å:
O: -1.3058 -1.1596 3.0809  -0.568
C: -0.1294 -0.5564 3.2691  0.977
O: 1.0312 -1.0780 2.4828  -0.526
C: 1.1835 -0.1406 1.3402  -0.110
C: 2.2432 1.0660 1.6854  -0.542
C: 2.0078 2.4540 0.8443  0.996
F: 1.9908 3.5809 1.8119  -0.355
F: 0.7521 2.5089 0.0603  -0.349
F: 3.1477 2.7126 -0.1015  -0.350
O: 0.1551 0.5485 4.1976  -0.527
C: -0.9913 1.4583 4.3559  -0.099
C: -1.1046 2.5821 3.1578  -0.528
C: -2.5811 3.3095 3.2551  0.671
F: -2.3046 4.7923 3.1719  -0.345
F: -3.2280 3.1264 4.6079  -0.338
C: -3.5925 2.9718 2.0096  0.599
F: -4.9635 3.4215 2.4584  -0.323
F: -3.2194 3.8451 0.8387  -0.301
C: -3.7196 1.3826 1.6268  0.590
F: -2.5804 0.8751 0.7744  -0.310
F: -3.8736 0.4946 2.8395  -0.302
C: -5.0866 1.0735 0.7140  0.945
F: -5.4669 2.2011 -0.1682  -0.298
F: -6.2177 0.5510 1.5536  -0.314
F: -4.7123 -0.0696 -0.1997  -0.330
H: 0.1096 0.2385 1.0575  0.202
H: 1.6610 -0.7744 0.4513  0.266
H: 2.2711 1.3330 2.8481  0.274
H: 3.3163 0.6735 1.4178  0.270
H: -0.7937 2.0614 5.3668  0.226
H: -2.0123 0.8740 4.5562  0.241
H: -0.8236 2.1921 2.0908  0.265
H: -0.2962 3.4199 3.4200  0.279
C: -6.7834 -2.4146 0.3723  -0.485
N: -7.9990 -3.1964 0.0189  0.520
O: -8.2196 -4.2246 0.6694  -0.372
O: -8.6973 -2.7558 -0.9016  -0.377
H: -6.2675 -2.9160 1.1940  0.233
H: -6.1480 -2.3747 -0.5148  0.238
H: -7.1093 -1.4168 0.6730  0.241
C: 4.4087 -2.1074 -2.2910  -0.494
N: 3.4844 -1.0004 -1.9249  0.543
O: 3.0889 -0.2675 -2.8389  -0.380
O: 3.1821 -0.8985 -0.7302  -0.411
H: 4.5869 -2.0771 -3.3681  0.246
H: 5.3398 -1.9544 -1.7416  0.235
H: 3.9284 -3.0455 -2.0057  0.263
C: 6.2087 -6.1031 -3.5102  -0.482
N: 5.2844 -4.9962 -3.1440  0.525
O: 4.8889 -4.2632 -4.0581  -0.372
O: 4.9821 -4.8942 -1.9494  -0.379
H: 6.3869 -6.0729 -4.5872  0.238
H: 7.1398 -5.9502 -2.9608  0.242
H: 5.7284 -7.0413 -3.2249  0.244
C: 2.6701 2.2616 -4.4852  -0.487
N: 3.6524 2.9681 -5.3510  0.522
O: 3.2313 3.4472 -6.4104  -0.375
O: 4.8183 3.0217 -4.9428  -0.382
H: 1.6898 2.2915 -4.9658  0.228
H: 3.0125 1.2310 -4.3715  0.252
H: 2.6447 2.7801 -3.5246  0.240

Calculated values
- Structure (SMILES): O=C(OCCC(F)(F)F)OCCC(F)(F)C(F)(F)C(F)(F)C(F)(F)F.C[N+](=O)[O-].C[N+](=O)[O-].C[N+](=O)[O-].C[N+](=O)[O-]
- E_HOMO: -10.96 eV
- Molecular weight: 648.31 g/mol
- Net charge: 0
- Calculated total energy: -75914.5049 eV
- Kohn-Sham gap: 10.010 eV
- Lowest unoccupied orbital energy: -0.947 eV